(1)
The following is a quantum chemistry calculation of a structure of composition C14H34AsS4Si2W, from the Open Molecules 2025 dataset.

Properties
Charge = +3
LUMO level (spin up / spin down) = -10.844 / -10.837 eV
HOMO-LUMO gap (spin up / spin down) = 6.6303 / 6.6310 eV

```
56
C14H34AsS4Si2W, DFT wB97M-V/def2-TZVPD
W -0.093 0.144 -0.271
C -3.158 -0.343 1.196
C -2.355 -1.561 1.615
S -1.177 -1.931 0.275
C 0.118 -2.959 1.047
C 1.362 -2.891 0.180
S 1.992 -1.198 -0.093
C 2.808 -0.824 1.517
C 2.308 0.463 2.157
S 0.501 0.310 2.231
C -0.215 1.927 2.641
C -1.711 1.789 2.411
S -2.138 1.109 0.751
H -3.846 -0.035 1.985
H -3.763 -0.538 0.309
H -3.008 -2.424 1.746
H -1.798 -1.393 2.538
H -0.250 -3.984 1.103
H 0.294 -2.596 2.061
H 1.177 -3.277 -0.824
H 2.169 -3.486 0.609
H 3.878 -0.759 1.326
H 2.637 -1.677 2.173
H 2.584 1.351 1.590
H 2.704 0.551 3.169
H 0.237 2.698 2.017
H -0.015 2.155 3.689
H -2.193 2.762 2.495
H -2.162 1.132 3.154
C 0.163 -0.540 -5.799
Si -1.429 -0.497 -4.868
C -2.207 -2.135 -4.535
C -2.596 0.873 -5.268
As -0.602 0.148 -2.547
Si 0.205 2.474 -2.387
C 1.091 2.768 -3.980
C 1.447 2.359 -0.976
C -1.198 3.620 -2.036
H -0.061 -0.931 -6.798
H 0.897 -1.214 -5.356
H 0.605 0.447 -5.932
H -2.636 -2.489 -5.479
H -3.027 -2.075 -3.818
H -1.486 -2.884 -4.208
H -3.071 0.635 -6.226
H -2.094 1.834 -5.394
H -3.399 0.974 -4.537
H 1.883 2.055 -4.204
H 1.541 3.763 -3.892
H 0.391 2.802 -4.816
H 2.379 1.873 -1.259
H 1.058 1.828 -0.055
H 1.657 3.329 -0.517
H -2.110 3.364 -2.576
H -0.912 4.629 -2.348
H -1.442 3.654 -0.973
```



(2)
The following is a quantum chemistry calculation of a structure of composition C22H28BBeBr4F5MgN4Na2O18P at a distorted geometry, from the Open Molecules 2025 dataset.

Properties
Charge = +1
LUMO level = -8.155 eV
HOMO-LUMO gap = 1.2571 eV

```
87
C22H28BBeBr4F5MgN4Na2O18P, DFT wB97M-V/def2-TZVPD
C -1.198 2.553 -4.631
C -0.218 2.172 -3.537
O 1.002 2.940 -3.624
C -0.741 2.489 -2.143
C -1.806 1.500 -1.651
F -1.678 0.242 -2.194
C -3.092 2.008 -2.181
N -4.074 2.345 -2.671
C -1.917 1.415 -0.087
C -3.322 1.199 0.274
N -4.368 1.089 0.740
C -1.577 2.771 0.587
O -2.318 2.845 1.807
C -1.727 2.870 2.990
F -1.202 4.019 3.381
F -0.810 1.898 3.159
F -2.786 2.596 3.825
C -1.207 0.175 0.507
C 0.180 -0.180 -0.019
C 1.290 0.856 0.201
Br 0.705 -1.787 1.002
H -0.696 2.634 -5.589
H -1.687 3.499 -4.408
H -1.993 1.816 -4.691
H 0.057 1.125 -3.639
H 1.231 3.072 -4.559
H 0.102 2.612 -1.473
H -1.232 3.455 -2.237
H -1.978 3.573 -0.024
H -0.509 2.921 0.677
H -1.142 0.206 1.590
H -1.842 -0.673 0.273
H 0.191 -0.498 -1.049
H 1.560 1.346 -0.727
H 2.184 0.320 0.497
H 1.088 1.560 1.000
O 3.216 -4.735 1.473
P 3.905 -3.998 0.319
O 2.991 -4.172 -0.932
O 5.258 -4.660 0.084
O 4.146 -2.537 0.647
C 5.370 3.261 6.016
C 4.159 2.456 5.599
O 4.083 2.302 4.163
C 4.900 1.414 3.636
O 5.695 0.719 4.215
O 4.732 1.424 2.302
C 5.602 0.535 1.623
H 5.385 4.222 5.499
H 5.355 3.438 7.089
H 6.294 2.739 5.769
H 3.251 2.980 5.883
H 4.139 1.479 6.079
H 5.528 -0.478 2.010
H 6.632 0.890 1.710
H 5.320 0.529 0.575
Na 8.245 1.809 1.975
Mg 2.469 -6.100 -0.761
Na -3.773 0.603 3.136
B -1.196 -9.820 -2.442
O -1.085 -9.536 -3.892
C 0.002 -8.827 -4.117
O 0.398 -8.419 -5.166
C 0.691 -8.596 -2.765
O 1.726 -7.967 -2.591
O 0.012 -9.157 -1.827
O -2.427 -9.269 -1.877
C -3.126 -10.266 -1.321
O -4.177 -10.154 -0.774
C -2.327 -11.560 -1.512
O -2.640 -12.646 -1.142
O -1.201 -11.253 -2.169
Be 0.662 4.828 -5.377
C -8.344 -1.811 2.399
Br -8.686 -3.337 1.288
Br -7.201 -2.266 3.891
Br -7.648 -0.329 1.386
H -9.290 -1.497 2.814
C -0.926 7.314 -2.212
O -1.248 6.472 -3.035
N -0.789 8.632 -2.534
N -0.678 7.004 -0.900
H -0.529 9.341 -1.876
H -0.967 8.892 -3.485
H -0.774 6.046 -0.631
H -0.416 7.681 -0.210
F -5.184 3.396 0.591
```



(3)
The following is a quantum chemistry calculation of a cluster of 10 separate species, C16H36Cl2N9O21P in total at a distorted geometry, from the Open Molecules 2025 dataset.

Properties
Charge = 0
LUMO level = -0.621 eV
HOMO-LUMO gap = 9.2337 eV

```
85
C16H36Cl2N9O21P, DFT wB97M-V/def2-TZVPD
C 0.892 -2.738 -5.620
C 0.332 -1.655 -5.477
C -0.537 -0.335 -5.344
Cl -0.153 0.331 -3.672
C -2.071 -0.802 -5.500
C -3.129 0.321 -5.111
C -4.362 -0.441 -4.396
O -0.293 0.589 -6.425
C 0.321 1.800 -6.004
O 1.528 1.867 -5.869
P -0.630 3.443 -5.667
O -1.370 3.327 -4.146
Cl -2.214 3.475 -7.086
H 1.007 -3.854 -5.721
H -2.175 -1.699 -4.804
H -2.201 -1.211 -6.554
H -3.486 0.820 -6.073
H -2.727 1.106 -4.396
H -4.365 -1.527 -4.751
H -4.227 -0.475 -3.267
H -5.334 0.080 -4.664
H -0.699 3.071 -3.477
C -1.798 1.339 0.004
N -3.019 0.611 -0.431
O -3.928 0.510 0.374
O -3.024 0.166 -1.566
H -1.935 1.676 1.026
H -0.961 0.647 -0.065
H -1.666 2.188 -0.667
C 1.908 5.303 -3.277
N 0.986 5.112 -2.127
O 1.322 4.320 -1.260
O -0.042 5.759 -2.134
H 2.779 4.666 -3.140
H 1.363 5.024 -4.176
H 2.197 6.352 -3.296
C -4.559 -2.577 0.763
N -4.917 -3.801 1.527
O -4.540 -3.872 2.682
O -5.565 -4.648 0.937
H -3.987 -1.916 1.408
H -3.965 -2.887 -0.095
H -5.486 -2.102 0.450
C 0.356 -1.026 3.736
N 0.127 -0.311 2.453
O -0.288 0.837 2.514
O 0.370 -0.921 1.429
H 0.098 -0.362 4.557
H -0.281 -1.909 3.740
H 1.409 -1.299 3.776
C 2.397 2.495 1.092
N 3.157 2.806 2.329
O 3.323 3.981 2.609
O 3.562 1.856 2.980
H 2.100 3.426 0.619
H 3.054 1.922 0.440
H 1.524 1.915 1.383
C 5.334 3.653 4.700
N 6.097 3.961 5.939
O 6.263 5.134 6.220
O 6.503 3.011 6.588
H 5.038 4.585 4.229
H 5.989 3.081 4.045
H 4.461 3.073 4.987
C -5.847 -8.091 0.354
N -7.066 -8.822 -0.084
O -7.975 -8.927 0.718
O -7.063 -9.264 -1.219
H -5.988 -7.756 1.379
H -5.008 -8.782 0.286
H -5.715 -7.242 -0.314
C 7.167 0.113 0.859
N 5.847 0.792 0.781
O 4.853 0.092 0.813
O 5.857 2.008 0.690
H 7.005 -0.959 0.936
H 7.716 0.357 -0.049
H 7.679 0.490 1.743
C 2.377 -1.444 7.396
N 1.088 -1.829 6.760
O 1.114 -2.730 5.939
O 0.098 -1.213 7.108
H 3.167 -2.072 6.993
H 2.559 -0.396 7.161
H 2.272 -1.595 8.469
```



(4)
The following is a quantum chemistry calculation of a structure of composition C26H35CrN4O2PS8, from the Open Molecules 2025 dataset.

Properties
Energy above the lowest of the compared OMol25 structures with the same formula, charge and spin = 0.556 eV
Charge = -2
Expectation value of S² = 6.082
Spin multiplicity = 5
LUMO level (spin up / spin down) = 4.101 / 4.101 eV
HOMO-LUMO gap (spin up / spin down) = 4.5770 / 5.9796 eV

```
77
C26H35CrN4O2PS8, DFT wB97M-V/def2-TZVPD
Cr -0.842 -0.491 -0.051
S 6.052 -1.887 1.471
C 4.490 -1.674 0.923
S 3.221 -2.799 1.179
C 1.932 -1.949 0.355
C 2.291 -0.755 -0.172
S 1.200 0.344 -0.984
S 3.956 -0.289 0.067
S 0.353 -2.654 0.278
O -6.358 -0.408 -0.307
S -5.758 0.887 -0.144
O -6.340 1.760 0.847
N -4.138 0.780 0.104
C -3.469 1.406 -0.823
S -1.781 1.648 -0.846
C -4.311 1.972 -1.928
C -3.902 2.591 -3.095
C -4.878 2.983 -4.002
C -6.227 2.752 -3.751
C -6.635 2.115 -2.583
C -5.652 1.742 -1.692
H -2.847 2.723 -3.297
H -4.580 3.451 -4.932
H -6.968 3.051 -4.483
H -7.678 1.908 -2.387
C -0.337 2.710 3.379
C -1.562 1.835 3.681
C -2.038 2.115 5.110
C -2.646 2.282 2.692
P -1.090 0.041 3.275
N -0.972 -0.192 1.757
C 0.587 -0.336 4.094
C 0.838 0.228 5.495
C 1.701 0.157 3.146
C 0.733 -1.863 4.150
C -2.412 -1.101 3.997
C -3.790 -0.520 3.652
C -2.325 -2.461 3.283
C -2.339 -1.313 5.513
H -0.658 3.756 3.366
H 0.082 2.474 2.399
H 0.444 2.616 4.131
H -2.148 3.199 5.233
H -1.341 1.768 5.873
H -3.012 1.669 5.309
H -2.708 3.375 2.718
H -3.634 1.891 2.921
H -2.390 1.979 1.678
H 0.874 1.317 5.503
H 1.815 -0.130 5.839
H 0.095 -0.097 6.225
H 1.966 1.198 3.318
H 1.413 0.036 2.101
H 2.602 -0.442 3.313
H 0.093 -2.319 4.904
H 1.769 -2.100 4.413
H 0.523 -2.313 3.177
H -3.876 -0.296 2.588
H -4.018 0.380 4.222
H -4.549 -1.266 3.905
H -2.154 -2.330 2.216
H -3.277 -2.985 3.413
H -1.536 -3.096 3.678
H -2.382 -0.376 6.068
H -1.443 -1.853 5.819
H -3.203 -1.914 5.816
S -2.026 -1.625 -1.892
C -2.074 -0.656 -3.338
N -0.917 0.028 -3.644
C -0.853 0.887 -4.736
C -1.939 0.920 -5.573
C -3.049 0.141 -5.266
N -3.122 -0.619 -4.108
H -0.148 -0.038 -2.990
H 0.060 1.446 -4.867
H -1.927 1.550 -6.455
H -3.930 0.136 -5.894
```



What is the charge in the third record? 0